99
Properties=species:S:1:pos:R:3:lowdin_charge:R:1 method="wB97M-V/def2-TZVPD" homo_ev=-6.78 homo_lumo_gap_ev=7.0 total_energy_ev=-118818.134 largest_force_ha_per_bohr=0.002
Pt 1.8993 0.5384 1.0908 0.6088
C -2.5285 3.0361 2.9377 -0.0189
C -2.6197 1.5165 3.0854 -0.5356
C -4.0691 1.0904 3.3424 -0.0306
C -1.7845 1.0776 4.2823 -0.0784
N -2.2003 0.8943 1.7873 0.0068
C -2.9656 1.1043 0.6513 -0.0639
C -2.3991 0.4073 -0.3515 -0.0555
N -1.3170 -0.2730 0.1559 0.0684
B -0.3576 -1.1906 -0.7171 -0.6143
N 0.2064 -2.3739 0.1287 0.0171
C -0.5345 -3.5140 0.3589 -0.0336
C 0.2975 -4.4750 0.7863 -0.0404
N 1.5734 -3.9326 0.8327 0.0144
C 1.4868 -2.6278 0.4563 -0.6338
S 2.7756 -1.4792 0.4665 0.6646
C 2.7254 -4.8112 1.2096 -0.5408
C 2.6437 -6.0635 0.3304 -0.0332
C 4.0947 -4.1811 0.9839 -0.0889
C 2.5693 -5.1660 2.6878 -0.0257
N -1.2267 -1.8547 -1.8137 0.0212
C -2.5618 -2.2261 -1.7663 -0.1033
C -2.8295 -2.9809 -2.8441 -0.0521
N -1.6522 -3.1212 -3.5607 -0.0016
C -0.6433 -2.4651 -2.8937 -0.7079
S 0.9998 -2.4383 -3.2334 0.6795
C -1.5159 -3.9102 -4.8146 -0.5602
C -2.8941 -4.4093 -5.2447 -0.0626
C -0.6173 -5.1207 -4.5614 -0.0491
C -0.9601 -3.0152 -5.9212 -0.0504
C -1.1600 0.0818 1.4408 -0.5827
S 0.2323 -0.3496 2.3935 0.6676
H -2.8990 3.5085 3.8481 0.0967
H -3.1227 3.4036 2.1001 0.0843
H -1.4954 3.3598 2.7939 0.0689
H -4.3976 1.5009 4.2967 0.0906
H -4.1420 0.0033 3.3913 0.0977
H -4.7532 1.4490 2.5746 0.0757
H -2.2573 1.5006 5.1701 0.0917
H -0.7599 1.4331 4.2317 0.0527
H -1.7631 -0.0061 4.3890 0.0759
H -3.8353 1.7335 0.6498 0.1218
H -2.6705 0.3463 -1.3903 0.1320
H 0.5153 -0.5303 -1.1795 0.0864
H -1.5909 -3.5610 0.1666 0.1183
H 0.0962 -5.4945 1.0527 0.1161
H 2.6765 -5.7859 -0.7238 0.0997
H 1.7393 -6.6442 0.5076 0.0714
H 3.4968 -6.7058 0.5480 0.0888
H 4.2203 -3.8391 -0.0425 0.0800
H 4.8361 -4.9582 1.1773 0.0892
H 4.2843 -3.3493 1.6541 0.0512
H 1.6247 -5.6748 2.8846 0.0789
H 2.6097 -4.2627 3.2976 0.0935
H 3.3811 -5.8273 2.9925 0.0900
H -3.2266 -1.9193 -0.9784 0.1125
H -3.7596 -3.4152 -3.1537 0.1063
H -3.3277 -5.0961 -4.5159 0.0828
H -2.7760 -4.9532 -6.1811 0.0889
H -3.5883 -3.5863 -5.4221 0.0864
H -1.0433 -5.7470 -3.7745 0.0873
H 0.3795 -4.8068 -4.2619 0.0315
H -0.5478 -5.7136 -5.4750 0.0862
H -1.6360 -2.1771 -6.1028 0.0896
H -0.8744 -3.5950 -6.8416 0.0865
H 0.0195 -2.6279 -5.6534 0.0295
F 6.0154 2.5633 -0.8472 0.1414
C 4.8613 3.0454 -1.3050 -0.6656
F 5.0519 3.4928 -2.5490 0.1335
F 4.5176 4.0967 -0.5424 0.1013
S 3.5449 1.7586 -1.3062 0.4841
O 2.3471 2.4682 -1.6768 -0.2970
O 4.0420 0.7361 -2.1661 -0.2538
O 3.5633 1.4153 0.1518 -0.5296
N 1.2225 2.3976 1.6920 -0.4800
S 1.6175 3.7850 1.0092 1.0928
C 1.1175 4.9579 2.2772 -0.3613
C 1.5490 4.6763 3.5694 -0.0827
C 1.2157 5.5402 4.6000 -0.0701
C 0.4654 6.6797 4.3414 -0.0783
C 0.0479 6.9556 3.0487 -0.0699
C 0.3723 6.0964 2.0068 -0.0645
C 0.4770 4.2268 -0.2924 -0.4210
C 0.9045 5.1476 -1.2353 -0.0906
C 0.0474 5.4956 -2.2674 -0.0584
C -1.2041 4.9012 -2.3608 -0.0664
C -1.6018 3.9530 -1.4277 -0.0597
C -0.7562 3.6120 -0.3834 -0.0612
H 0.3192 2.4190 2.1530 -0.0263
H 2.1265 3.7812 3.7593 0.1121
H 1.5471 5.3229 5.6067 0.1083
H 0.2070 7.3524 5.1486 0.1056
H -0.5389 7.8412 2.8438 0.1078
H 0.0335 6.3100 1.0031 0.1048
H 1.9042 5.5611 -1.1780 0.1223
H 0.3679 6.2082 -3.0155 0.1103
H -1.8622 5.1602 -3.1798 0.1059
H -2.5642 3.4663 -1.5219 0.1014
H -1.0380 2.8462 0.3281 0.0807

=====

92
Properties=species:S:1:pos:R:3:lowdin_charge:R:1 method="wB97M-V/def2-TZVPD" homo_ev=-4.35 charge=-1 homo_lumo_gap_ev=6.3 total_energy_ev=-176868.756 largest_force_ha_per_bohr=0.020
Ta 1.4249 0.3874 0.8497 0.8703
C -6.2409 1.0771 -0.5739 -0.0602
C -5.7505 1.0565 0.8816 -0.5599
C -5.7778 2.4905 1.4304 -0.0481
C -6.7185 0.2050 1.7042 -0.0709
C -4.3176 0.5193 0.9569 -0.1775
C -3.3451 1.0071 0.0986 -0.0903
C -2.0508 0.5585 0.2461 -0.5431
Br -0.7614 1.1965 -0.9655 0.9387
C -1.5971 -0.3506 1.2021 -0.3787
O -0.3075 -0.7110 1.2584 -0.3795
C -2.5904 -0.8851 2.0559 -0.0587
C -3.9021 -0.4171 1.9035 0.0282
C -2.2611 -1.9145 3.1526 -0.5281
C -3.5130 -2.3917 3.8962 -0.0772
C -1.5891 -3.1530 2.5543 -0.0376
C -1.3061 -1.2773 4.1636 -0.0907
H -7.2970 1.3648 -0.6119 0.0795
H -6.1351 0.0921 -1.0385 0.0902
H -5.6852 1.7967 -1.1821 0.0724
H -6.7921 2.9055 1.3820 0.0821
H -5.1134 3.1422 0.8557 0.0826
H -5.4435 2.5124 2.4710 0.0907
H -7.7379 0.5785 1.5672 0.0805
H -6.4925 0.2480 2.7740 0.0834
H -6.6964 -0.8455 1.3963 0.0910
H -3.5756 1.7366 -0.6692 0.0994
H -4.6473 -0.8140 2.5738 0.0777
H -4.2523 -2.8459 3.2272 0.0840
H -4.0012 -1.5868 4.4559 0.0850
H -3.2086 -3.1515 4.6211 0.0820
H -2.2200 -3.6246 1.7928 0.0902
H -1.4091 -3.8857 3.3503 0.0871
H -0.6333 -2.8982 2.1018 0.0636
H -1.7100 -0.3535 4.5843 0.0909
H -0.3533 -1.0249 3.7091 -0.0053
H -1.1013 -1.9687 4.9892 0.0832
S 4.5585 0.9305 3.5998 -0.2373
Sb 2.3694 0.2929 3.4829 0.1514
S 3.6794 0.4646 0.0587 0.5442
S 0.8182 2.1097 2.2178 0.0692
S 1.4808 0.0611 5.5336 -0.1999
C 1.6609 -0.0867 -5.0703 -0.0491
N 1.1452 -0.6822 -3.8502 -0.1581
C -0.2122 -1.2109 -3.8261 -0.0295
C 1.8317 -0.5413 -2.6963 -0.3332
O 1.4331 -0.8979 -1.6058 -0.1341
H 1.6087 -0.8011 -5.8921 0.0845
H 2.7033 0.1938 -4.9210 0.0837
H 1.1015 0.8074 -5.3557 0.0900
H -0.4081 -1.7205 -4.7708 0.0894
H -0.9516 -0.4172 -3.6918 0.0752
H -0.3090 -1.9165 -3.0033 0.0627
H 2.8335 -0.0981 -2.8217 0.1356
C 1.7645 3.9831 -1.0430 -0.0713
C 2.9725 3.1255 -0.6474 -0.5720
C 3.5065 3.6282 0.6874 -0.1086
C 2.5099 1.6472 -0.6072 -0.7623
C 4.0514 3.2041 -1.7497 -0.1769
C 5.4092 3.3042 -1.4572 -0.0316
C 6.3724 3.3052 -2.4656 -0.0857
C 6.0026 3.2109 -3.7987 -0.1140
C 4.6507 3.1153 -4.1144 -0.1019
C 3.6974 3.1078 -3.1026 -0.0535
H 1.0137 3.9163 -0.2516 0.0559
H 1.2974 3.6478 -1.9735 0.0583
H 2.0478 5.0329 -1.1700 0.0916
H 2.6903 3.7351 1.3969 0.0164
H 3.9803 4.6075 0.5496 0.0911
H 4.2280 2.9437 1.1427 0.0372
H 2.1681 1.3991 -1.6044 -0.0085
H 5.7271 3.3591 -0.4234 0.1079
H 7.4217 3.3710 -2.1978 0.0980
H 6.7527 3.2133 -4.5807 0.0914
H 4.3381 3.0480 -5.1515 0.0920
H 2.6501 3.0304 -3.3771 0.0974
N 4.0407 -2.0455 1.9968 0.0564
C 3.0839 -2.6426 1.2680 -0.6949
N 1.9966 -2.1029 0.7616 -0.0094
C 1.2545 -3.0969 0.0718 -0.2934
C 0.0796 -2.9020 -0.6568 -0.0616
C -0.5245 -3.9823 -1.2772 -0.0875
C 0.0172 -5.2702 -1.2022 -0.1012
C 1.1918 -5.4775 -0.4994 -0.1039
C 1.7913 -4.3827 0.1150 -0.4819
S 3.2698 -4.3608 1.0135 1.0869
H 4.1423 -1.0363 2.1165 -0.1050
H 4.8127 -2.5901 2.3343 0.0940
H -0.3499 -1.9161 -0.7112 0.0797
H -1.4502 -3.8232 -1.8194 0.1023
H -0.4767 -6.1037 -1.6898 0.0955
H 1.6346 -6.4659 -0.4348 0.1018

=====

Calculated ΔE to the lowest compared entry with this formula, charge and spin (eV), listed in the same order as above: 0.524; 1.422